Molecular formula: C42H46BClN2O12P
Method: DFT, the ωB97M-V functional and the def2-TZVPD basis

E_LUMO = -3.6 eV
E_tot = -3466.36203 hartree
max |F| = 6.78 eV Å⁻¹
charge = +1

Element x y z (Å)
C: 4.976 -1.900 0.059
C: 3.750 -2.254 1.120
C: 2.946 -3.537 0.485
C: 1.285 -3.404 0.625
O: 0.863 -2.193 -0.099
C: -0.557 -1.843 0.242
C: -0.493 -0.432 1.059
C: -0.564 -0.746 2.699
B: 0.922 -0.843 3.405
O: 1.144 -1.988 4.353
O: 2.020 0.124 3.206
C: -1.740 0.559 0.725
N: -2.059 0.694 -0.780
C: -1.121 1.619 -1.516
C: 0.349 1.057 -1.891
C: 1.426 2.310 -1.650
O: 2.715 1.851 -2.194
C: -2.388 -0.607 -1.457
Cl: -2.331 -0.517 -3.346
C: -1.594 -1.937 -0.998
C: -2.752 -3.061 -0.544
O: -3.539 -2.613 0.634
N: -4.838 -2.782 0.259
O: -5.454 -2.096 1.091
P: -0.840 -2.723 -2.614
O: 0.612 -1.912 -3.108
O: -0.589 -4.434 -2.409
H: 5.799 -2.743 0.066
H: 5.522 -0.893 0.352
H: 4.555 -1.819 -1.052
H: 4.182 -2.558 2.170
H: 3.055 -1.310 1.281
H: 3.163 -3.560 -0.687
H: 3.231 -4.573 0.961
H: 0.852 -4.402 0.185
H: 1.071 -3.377 1.775
H: -0.860 -2.671 1.049
H: 0.529 0.145 0.848
H: -1.095 0.213 3.168
H: -1.237 -1.669 2.958
H: 0.212 -2.207 4.660
H: 2.867 -0.436 3.293
H: -2.727 0.180 1.279
H: -1.513 1.620 1.223
H: -2.981 1.234 -0.760
H: -1.587 2.088 -2.510
H: -0.962 2.562 -0.799
H: 0.684 0.055 -1.403
H: 0.370 0.874 -3.071
H: 1.049 3.170 -2.386
H: 1.459 2.680 -0.540
H: 3.411 1.919 -1.476
H: -3.548 -0.799 -1.242
H: -3.462 -3.247 -1.471
H: -2.288 -4.096 -0.255
H: 0.881 -2.142 -4.051
H: -0.565 -4.704 -1.445
C: 9.713 5.110 -7.257
C: 9.681 4.984 -5.868
C: 8.582 4.389 -5.247
C: 7.506 3.929 -6.015
C: 7.527 4.077 -7.402
C: 8.639 4.658 -8.025
C: 6.376 3.641 -8.218
O: 6.396 3.767 -9.436
C: 5.198 3.058 -7.545
C: 4.077 2.693 -8.301
C: 2.964 2.130 -7.674
C: 2.971 1.920 -6.296
C: 4.084 2.288 -5.539
C: 5.197 2.867 -6.164
C: 6.355 3.285 -5.351
O: 6.360 3.106 -4.138
H: 10.574 5.565 -7.742
H: 10.512 5.347 -5.269
H: 8.565 4.290 -4.163
H: 8.669 4.765 -9.108
H: 4.064 2.851 -9.379
H: 2.092 1.852 -8.263
H: 2.107 1.474 -5.808
H: 4.081 2.126 -4.462
C: -8.794 -0.501 10.004
C: -8.419 -1.843 10.067
C: -7.633 -2.396 9.055
C: -7.229 -1.608 7.971
C: -7.624 -0.273 7.895
C: -8.399 0.285 8.920
C: -7.246 0.554 6.731
O: -7.590 1.728 6.666
C: -6.456 -0.056 5.644
C: -6.139 0.700 4.507
C: -5.381 0.135 3.480
C: -4.929 -1.180 3.588
C: -5.247 -1.937 4.716
C: -6.020 -1.377 5.742
C: -6.382 -2.198 6.914
O: -5.989 -3.355 7.008
H: -9.400 -0.067 10.797
H: -8.738 -2.459 10.905
H: -7.339 -3.443 9.114
H: -8.700 1.330 8.875
H: -6.485 1.728 4.417
H: -5.141 0.722 2.596
H: -4.332 -1.618 2.791
H: -4.895 -2.965 4.791